Here is a 19-piece molecular cluster, C20H83N5O19 overall at a distorted geometry from the Open Molecules 2025 dataset. Energies are from ωB97M-V with the def2-TZVPD basis set.

```
127
Properties=species:S:1:pos:R:3:forces:R:3:mulliken_charge:R:1
H 5.41331 3.88195 -1.76210 0.0801 0.6531 -0.2351 0.2978
H -1.97103 2.94024 1.28362 -0.0299 0.1988 -0.3840 0.2884
O 4.95337 2.52065 -0.40363 0.9981 -0.7291 0.5665 -0.1539
H -4.97593 -2.91199 5.52845 -0.1518 -0.1641 0.1676 0.2818
H 5.92424 -0.30559 -2.78210 0.4890 0.0015 -0.2221 0.3219
H -1.43107 1.85175 2.18669 0.1479 -0.4259 -0.1325 0.2364
C -0.14670 -4.43819 -2.89376 0.2607 3.3492 0.0212 -0.9381
O 1.02838 2.24709 -6.06214 -0.4277 0.0217 0.5570 -0.2373
C -1.81309 -0.18766 3.30931 0.0121 -0.1578 1.0671 -0.7316
H -0.13963 -1.57318 0.39389 -0.1097 -0.4260 -0.5359 0.1881
N -0.27659 -5.01128 -5.17960 -0.4067 -0.8589 -1.3937 -0.8047
H 0.41537 0.09198 2.60837 0.0925 -0.0231 -0.0861 0.2394
O -2.06866 3.15374 5.09584 -0.0561 -0.2360 0.3643 -0.5900
H -2.67035 0.17705 0.60441 -0.1153 0.1180 -0.5239 0.0441
O -2.24277 -0.29570 -3.67429 -0.0741 0.3518 0.2937 -0.5052
H 4.90339 -0.92643 0.57107 -0.0285 0.0778 0.1895 0.3970
H -2.90199 -4.16132 1.33060 -0.0798 -0.1483 0.2885 0.3282
H -0.11369 3.51240 -4.90466 -0.4072 -0.3019 -0.4639 0.1966
H -0.78047 -1.81988 -1.95351 0.2585 -1.2434 -0.2828 -0.5619
C 0.90770 3.41696 -5.27313 0.5497 0.6521 -0.5336 -0.7669
H 1.79008 2.92835 -7.87843 0.3850 0.3712 0.1558 0.3410
H 0.25953 -5.79457 -4.83446 0.5071 -0.2924 -0.3194 0.3392
H 0.78637 -0.45032 7.03744 0.2233 -0.1730 0.0526 0.5186
H 0.38178 -5.34030 -2.58554 -0.2527 -0.0918 -0.5304 0.4359
O -4.33426 -2.46287 4.97819 0.1011 -0.1119 -0.5104 -0.6012
H 0.94699 0.28677 -0.28634 0.2161 -0.6646 -0.3670 -0.1672
H 1.12053 1.28457 8.86792 0.3067 -0.2194 -0.5998 0.3425
H 1.51923 3.10858 2.26654 -0.2089 0.1901 0.2746 0.2570
O -1.75945 2.75080 2.19772 0.1280 0.6157 0.5085 -0.6921
C -0.09554 0.32404 -0.60227 0.9529 1.3629 0.0402 -0.7781
H 3.66750 4.12978 -4.79311 -0.2665 0.1624 -0.0272 0.4718
N -0.17220 -2.64026 8.17043 -0.8666 -0.3007 -0.1242 -0.7938
O 1.31165 0.04372 2.94090 0.0346 -1.1246 0.3424 -0.7391
H -5.55172 2.68107 1.39143 -0.2856 0.1031 0.0197 0.2849
H 3.61023 0.30551 0.58855 0.0846 0.0454 0.0341 0.2671
H 1.08622 4.33019 -5.84078 0.1743 0.0240 -0.4978 0.5007
H 5.46251 4.61768 -0.14911 -0.5967 -0.5258 0.4242 0.2493
H 1.77630 -0.80570 -5.12857 -0.0002 -0.7654 -0.6117 0.6037
H -1.88162 2.06719 -3.56827 -0.2510 -0.3167 -0.1559 0.1768
H -0.64910 -2.21388 6.17899 -0.0436 -0.1423 -0.1405 0.2864
H 1.86483 1.22696 -7.53596 0.3755 -0.0275 -0.0267 0.2365
O -0.62690 0.25212 8.36241 -0.6883 -0.4130 1.3957 -0.3135
H 3.54926 2.40960 -4.60742 -0.1770 -0.2142 0.0368 0.2747
H -3.48012 -3.35315 0.18844 -0.7810 0.2550 0.0024 0.2326
C 1.71527 3.47368 -3.98867 0.7374 0.1595 -0.5628 0.7322
C -1.94726 -0.54819 0.97762 0.7365 0.9113 -0.5338 -1.6125
C 2.02474 2.20996 -7.09297 -0.9084 -0.4359 0.5445 -0.7207
H -1.91049 4.06960 5.32482 0.0083 0.1972 0.1216 0.2797
H 0.81653 -2.64284 7.96422 0.1460 0.0253 -0.0217 0.2765
H -2.15027 2.84591 -1.11772 0.3257 -0.2176 -0.4822 0.1764
O 2.02253 2.32919 2.03106 0.2222 0.4067 -0.4610 -0.5719
O -2.82730 -4.02469 0.38615 0.9288 -0.0724 -0.2873 -0.5579
H -0.15652 2.24544 8.01327 0.3010 -0.1139 -0.6216 0.2531
H -2.88893 -0.05748 3.42636 -0.1442 0.3704 -0.6174 0.3843
H 0.17983 -4.32906 3.15361 -0.0637 -0.2744 0.1698 0.3148
H 1.54228 4.48253 -3.61398 -0.1377 0.1506 0.2425 0.3842
H -1.60526 3.03000 4.26748 -0.0487 0.1020 -0.4592 0.3120
O -4.60522 0.50022 -1.52400 -0.1152 -0.4751 0.0887 -0.6527
H -1.18986 -5.27863 -4.84112 -0.5877 -0.0962 -0.5194 0.3025
H -1.74074 3.49696 -3.09098 -0.0357 0.4938 -0.1971 0.2245
O -1.63884 2.58956 -2.80379 -0.4149 0.0040 0.0887 -0.4905
N 1.15295 2.53628 -3.05226 0.4300 -0.8527 1.0733 -0.0794
C 3.24667 3.35352 -4.15402 -0.1967 -0.3618 0.0515 -1.3450
O -4.87507 -2.16679 0.18192 0.3502 -0.0656 0.0239 -0.5750
H -3.87684 1.07806 -1.29641 0.2059 0.6768 0.2984 0.3351
H 6.75312 3.59985 -0.73395 0.1087 -0.3392 0.4485 0.3610
H -2.00042 -0.78559 -1.85422 -0.9850 0.3219 -0.0863 -0.1938
C -0.29096 -0.43110 7.20205 -0.7191 0.5526 -1.3226 -0.2671
H 2.14920 2.40206 1.08508 0.3599 0.2034 -0.3956 0.2613
H -4.48216 -1.53247 5.14765 -0.0908 0.2373 0.0918 0.3299
C 0.06943 -3.90056 -4.36792 1.8386 -0.5864 1.6934 0.8045
H -0.14039 0.45850 -1.68303 0.1316 0.1644 0.0447 0.1452
H -5.68971 -2.38880 -0.26894 -0.2762 -0.2103 -0.0926 0.2885
H -2.54284 -1.41105 1.27569 0.4954 -0.3213 0.2647 0.5989
C 5.72646 1.36814 -0.82823 -1.4066 -0.4743 -0.9540 -0.8487
C 4.77636 0.19116 -1.22522 0.2696 0.1744 -0.4446 1.7211
O -2.75501 2.93343 -0.38091 -0.2978 -0.1723 0.4140 -0.4857
N 5.51566 -0.82602 -2.01900 0.5012 0.5197 0.4597 -0.8370
H 4.85113 -1.41435 -2.50105 -0.2809 -0.3654 0.2381 0.2913
H 3.44008 -1.19446 -0.34171 -0.1766 -0.1139 0.0818 0.2981
H -1.75030 -0.05490 -4.45897 0.4050 -0.0821 -0.4189 0.2352
H 3.77064 3.40735 -3.19974 -0.2597 0.0456 0.1340 -0.0575
H -4.06197 2.41246 1.37235 0.3376 0.1026 0.1758 0.2950
H -0.74468 0.06271 6.34274 0.0951 0.6591 -0.3549 -0.1827
H 0.14368 2.56904 -3.03247 0.3311 0.4036 0.0665 0.0472
H -1.31621 0.54420 3.94617 -0.0380 -0.5794 0.5552 -0.0541
C 1.51380 -1.20813 -4.15018 0.6444 1.7737 0.7960 0.5072
C -0.89013 -1.82962 7.17012 1.1286 -0.0079 0.8849 0.3688
H -0.26204 1.85054 9.64348 -0.6331 -0.6606 0.2386 0.2776
C 0.05316 1.41967 8.69317 0.2861 0.9337 0.2928 -0.8125
H -2.66458 -2.93334 7.10903 -0.3394 0.0189 0.5940 0.3447
C 4.14148 -0.42296 -0.02399 -0.1628 -0.6383 0.3134 -1.5850
H 1.78847 0.70771 2.44290 0.0965 0.3931 0.2241 0.2540
N -1.45974 -1.44158 -1.30885 2.1658 1.1936 1.1211 1.8137
H -3.01020 -2.51651 -2.06726 -0.1586 -0.3121 0.4077 0.2618
C 1.56920 -3.46026 -4.64523 -0.8032 -0.6793 0.3125 -0.9287
H -4.79763 -1.21774 0.08419 -0.1383 0.5790 -0.0207 0.2793
H 1.68995 -3.14392 -5.68130 -0.2919 0.2486 -0.1366 0.3692
O -1.26067 0.10873 2.04221 -0.9589 -0.9721 -1.5099 1.4975
H 1.98921 -0.45938 -3.51656 -0.0593 0.0443 0.4639 -0.8251
H -0.38893 1.24369 -0.09604 -0.8133 -0.0416 -0.1815 0.0267
O -4.89593 2.03363 1.65025 -0.0822 -0.3782 -0.0793 -0.5763
H -0.29724 -2.09966 9.01436 0.2446 -0.1996 0.5411 0.3355
H -0.10716 -3.24394 2.13772 -0.1839 -0.0120 -0.1167 0.2391
O -3.52864 -2.90124 -2.77398 0.0538 -0.1637 -0.2579 -0.5574
H 3.98853 0.47930 -1.92121 -0.2857 1.2115 0.3090 -0.5969
C -0.84401 -0.90478 -0.10127 -2.0410 -0.6599 1.6338 0.4942
H -1.20054 -4.37589 -2.62243 -0.1913 -0.8911 -0.2918 0.3880
H -3.97549 -2.15661 -3.17658 -0.3328 -0.0967 -0.1586 0.2999
H 0.43871 -1.08755 -4.01696 -0.4223 -0.2708 -0.0279 -0.1792
H -0.55358 -3.05397 -4.65645 -0.3470 0.0355 0.4709 -0.0132
H 6.44742 1.03154 -0.08324 -0.1030 0.1094 0.2869 0.2737
H -2.84546 -1.29356 6.59742 -0.2379 0.2504 0.3290 0.0320
O 0.57246 -3.56577 2.72997 0.1718 0.2099 -0.0519 -0.5623
C 5.66885 3.71016 -0.71650 0.1848 -0.0466 -1.4263 -0.9143
H 2.23424 -4.32058 -4.56983 -0.0015 -0.0365 0.5011 0.4431
H -3.19402 3.77104 -0.52896 -0.2956 0.3129 0.0428 0.2455
H -1.60830 -1.23564 3.52820 0.3253 0.0971 0.4867 0.3717
H -3.14653 -0.38593 -3.97644 -0.2427 -0.0298 -0.3944 0.1916
H -4.27400 -0.02908 -2.24952 -0.1299 -0.0442 -0.1520 0.2860
C -2.40483 -1.91022 7.38081 1.0558 0.0778 -0.8703 -0.9385
O 2.03165 -2.43064 -3.75621 -0.4703 -0.8458 -0.9202 -0.3656
H -2.70317 -1.58341 8.37694 -0.0825 -0.2021 -0.1225 0.3358
H 0.24673 -3.64529 -2.25765 0.5429 0.0799 0.6115 -0.0986
H 6.28411 1.58721 -1.73882 0.1617 0.4349 -0.0918 0.4749
H 3.01404 2.27903 -6.64063 0.0727 0.2285 -0.5065 0.2785
H 1.33560 1.58364 -3.33371 0.5182 -0.1716 -0.1805 -0.1206
```
Forces are in eV/Å.

Properties
Spin multiplicity: 2
Frontier orbital gap (spin up / spin down) in eV: 6.5 / 2.1
F_max in Eh/bohr: 0.0653
Charge: +1
HOMO energy (spin up / spin down) in Eh: -0.3702 / -0.3702
Electronic energy in Ha: -2514.619667